C24H38GaN2O2 as an isolated structure at a distorted geometry, computed with ωB97M-V/def2-TZVPD.

lowest unoccupied orbital energy	0.077	Eh
orbital gap	6.415	eV
HOMO	-4.31	eV
E	-84956.00304	eV

Geometry as ORCA input:
```
! wB97M-V def2-TZVPD RIJCOSX def2/J DEFGRID3
* xyz -1 1
C 0.02630 -0.04399 1.57734
C -0.81307 0.52678 0.44632
C -1.72225 1.50666 0.77420
C -2.51481 2.05178 -0.22841
C -2.38611 1.57394 -1.50227
C -1.47529 0.59099 -1.83295
C -0.64814 0.05509 -0.86821
C 0.41691 -1.00320 -1.12477
Ga 0.49000 -1.79448 -3.01340
C -1.10251 -3.02286 -3.45752
C -2.32467 -2.89920 -2.48708
C -3.56213 -2.48610 -3.33521
C -2.56559 -4.28652 -1.84546
C 0.75183 -0.42403 -4.52157
C 0.72840 0.96252 -4.40921
C 0.89715 1.75233 -5.53106
C 1.11465 1.21695 -6.77136
C 1.18384 -0.16134 -6.90936
C 0.99086 -0.94111 -5.78905
H 1.08059 -0.15207 1.30538
H -0.08875 0.54888 2.48928
H -0.34169 -1.05082 1.83578
H -1.82027 1.87092 1.79889
H -3.21193 2.84360 0.03539
H -3.05096 2.01160 -2.24816
H -1.39614 0.25367 -2.86389
H 1.40736 -0.60509 -0.86432
H 0.20635 -1.83581 -0.43388
H 1.81191 -2.74890 -3.05892
H -1.39588 -2.76062 -4.48705
H -0.74418 -4.06025 -3.52649
H -2.11856 -2.14625 -1.71836
H -3.55200 -1.40512 -3.50708
H -4.45873 -2.77356 -2.76466
H -3.50289 -3.02335 -4.28490
H -3.29167 -4.15228 -1.02973
H -2.98473 -4.93546 -2.62513
H -1.61974 -4.69596 -1.48001
H 0.57686 1.42330 -3.43596
H 0.85831 2.84178 -5.46911
H 1.23757 1.82410 -7.66694
H 1.37919 -0.66000 -7.85705
H 1.04497 -2.02536 -5.90908
C 1.44650 -0.51128 5.69098
O 1.05880 0.27230 4.84767
N 2.26287 -1.55415 5.44474
C 2.69442 -2.46017 6.48835
C 2.72131 -1.77111 4.07986
H 1.15067 -0.42910 6.75169
H 3.78422 -2.44227 6.56277
H 2.36874 -3.47523 6.25075
H 2.26908 -2.16708 7.44657
H 3.26879 -0.89380 3.73356
H 1.86337 -1.91996 3.42348
H 3.36793 -2.64447 4.03908
C -0.73635 4.46182 3.19866
O -1.41476 3.51152 2.86039
N 0.54280 4.38264 3.61160
C 1.30037 5.55170 3.99971
C 1.17754 3.07089 3.66303
H -1.12720 5.49496 3.18836
H 2.17886 5.64996 3.35747
H 1.62602 5.45020 5.03813
H 0.69116 6.44936 3.90581
H 1.16591 2.62644 2.66702
H 0.62397 2.42140 4.33534
H 2.20456 3.16429 4.01003
*
```

C24H38IrN6SbSe4Si3 as an isolated structure at a distorted geometry, computed with ωB97M-V/def2-TZVPD.

lowest unoccupied orbital energy (alpha / beta)	0.144 / 0.145	Eh
orbital gap (alpha / beta)	5.943 / 5.960	eV
HOMO (alpha / beta)	-2.02 / -2.02	eV
E	-328844.86611	eV

Geometry as ORCA input:
```
! wB97M-V def2-TZVPD RIJCOSX def2/J DEFGRID3
* xyz -2 1
Ir -0.63947 1.04335 0.07324
Se -3.83838 5.05796 -1.83362
Sb -3.69412 3.01453 -0.59548
Se -1.73005 2.96833 1.03464
Se -2.47491 1.11148 -1.70247
Se -5.68224 2.16634 0.49088
C 3.12839 3.08158 0.30457
Si 2.03950 2.62122 1.76307
C 1.09753 4.20241 2.12888
C 3.21587 2.47664 3.25531
C 1.09841 0.99276 1.56551
Si 2.23658 -0.28159 0.79554
C 2.52445 0.08986 -1.03688
C 3.97439 -0.38587 1.54862
C 1.65229 -2.06979 0.95606
Si 0.33398 0.46912 3.14864
C -0.28285 1.83078 4.29363
C 1.35026 -0.63222 4.30428
C -1.25569 -0.45114 2.69452
C -1.86211 -1.42823 3.47301
C -3.11678 -1.90949 3.13285
C -3.75592 -1.36536 2.03593
C -3.10041 -0.40466 1.28422
N -1.86741 0.01293 1.58247
H 3.45468 4.11554 0.45417
H 2.58895 3.04453 -0.64323
H 4.02363 2.46361 0.21414
H 1.85187 4.93838 2.42951
H 0.35964 4.12435 2.92625
H 0.58219 4.57663 1.24521
H 3.76784 3.41672 3.35576
H 3.94403 1.67332 3.14996
H 2.67758 2.31620 4.19322
H 3.23961 0.90593 -1.14909
H 0.65998 -0.47973 -1.91982
H 2.97863 -0.79244 -1.50182
H 4.59027 0.48588 1.32195
H 4.47252 -1.26555 1.12987
H 3.94079 -0.50735 2.63371
H 0.65535 -2.23558 0.55935
H 1.66445 -2.41207 1.99259
H 2.35592 -2.69652 0.39796
H 0.52790 2.47641 4.63656
H -0.73647 1.36118 5.17201
H -1.03802 2.45351 3.81314
H 2.28721 -0.12214 4.54559
H 1.60253 -1.60599 3.88596
H 0.81382 -0.79000 5.24450
H -1.34711 -1.79522 4.35269
H -3.59594 -2.67731 3.72925
H -4.75359 -1.66529 1.74622
H -3.56561 0.05066 0.42043
N -0.93114 -1.52699 -0.79407
C -1.49949 -2.10508 -1.62179
N -2.14661 -2.76164 -2.55943
C -3.28754 -2.13725 -3.24456
C -2.86919 -1.65692 -4.62600
C -2.25967 -2.80387 -5.42982
C -1.06874 -3.39913 -4.68060
C -1.47513 -3.84433 -3.28179
H -3.64792 -1.31627 -2.62706
H -4.07445 -2.89795 -3.31549
H -2.12614 -0.86229 -4.51734
H -3.73674 -1.23158 -5.13574
H -1.93298 -2.44322 -6.40602
H -3.01880 -3.58069 -5.59835
H -0.29181 -2.63443 -4.61035
H -0.65266 -4.25564 -5.21935
H -0.61294 -4.16046 -2.69533
H -2.17724 -4.68588 -3.33196
N 0.59016 1.50795 -1.18447
C 1.27783 0.42049 -1.88780
C 1.55183 0.80715 -3.31133
C 0.83526 0.17752 -4.32749
N 0.23191 -0.39801 -5.14263
C 2.55554 1.73803 -3.61870
N 3.41273 2.48190 -3.86602
*
```

C24H38N3O5PPdS2 as an isolated structure, computed with ωB97M-V/def2-TZVPD.

lowest unoccupied orbital energy	0.144	Eh
orbital gap	3.811	eV
HOMO	0.11	eV
E	-74656.73685	eV

Geometry as ORCA input:
```
! wB97M-V def2-TZVPD RIJCOSX def2/J DEFGRID3
* xyz -2 1
Pd -0.45146 -0.03188 -0.81869
C 3.03774 -2.70384 3.02425
C 2.25874 -2.68714 1.71137
C 3.18592 -2.98986 0.53512
C 1.11298 -3.69732 1.74546
O 1.77992 -1.36803 1.45554
P 0.45718 -0.74264 2.18130
O 0.45827 -1.02887 3.64591
O -0.75681 -1.08846 1.37291
O 0.89080 0.79549 1.88772
C 0.10123 1.93129 2.28746
C -1.39981 1.66465 2.22544
C 0.45237 3.02529 1.28515
C 0.52764 2.31088 3.70559
H 3.44476 -3.70227 3.20969
H 2.37996 -2.41100 3.84075
H 3.86293 -1.99073 2.96637
H 3.62278 -3.98788 0.63987
H 3.99008 -2.25291 0.49458
H 2.62821 -2.93786 -0.40023
H 1.51396 -4.70956 1.84956
H 0.53431 -3.62919 0.82380
H 0.44639 -3.48922 2.58214
H -1.68109 1.35984 1.21469
H -1.92827 2.58714 2.48512
H -1.68797 0.88004 2.92606
H 0.20991 2.67456 0.27878
H 1.51601 3.26803 1.34223
H -0.12832 3.92859 1.48935
H 0.31839 1.48406 4.38426
H -0.00670 3.20503 4.03832
H 1.60132 2.51039 3.72824
C -4.40626 -0.40440 -0.22445
C -3.85628 -1.72938 0.25877
O -3.39455 -2.44532 -0.87350
C -2.45342 -3.46546 -0.59369
C -1.27115 -3.27786 -1.52464
H -4.73226 0.20145 0.62468
H -5.25054 -0.54927 -0.90242
H -3.61519 0.13132 -0.75308
H -4.62893 -2.31623 0.78634
H -3.02306 -1.54605 0.94320
H -2.94020 -4.44650 -0.71503
H -2.10392 -3.38321 0.44109
H -1.59896 -3.25395 -2.56421
H -0.51878 -4.05988 -1.39117
H -0.83698 -2.30568 -1.26214
C -4.47897 4.05083 -4.73079
C -3.72176 3.60326 -3.50566
C -3.95578 4.19865 -2.26175
C -3.19411 3.69396 -1.21956
N -2.32079 2.71784 -1.34448
C -2.17422 2.15974 -2.57481
S -1.11970 0.84843 -2.82293
N -2.85978 2.62528 -3.67041
H -4.54863 5.14008 -4.77769
H -5.49616 3.65075 -4.70994
H -3.97973 3.67461 -5.62129
H -4.66924 5.00077 -2.12559
H -3.29700 4.10955 -0.21617
S 5.32313 -1.17131 -3.11711
C 3.61714 -1.43521 -3.43680
N 2.79072 -0.89392 -2.62887
C 3.45698 -0.19120 -1.63242
C 2.86326 0.50755 -0.58540
C 3.68649 1.12251 0.33816
C 5.08036 1.06617 0.23933
C 5.68827 0.38338 -0.80106
C 4.86044 -0.23808 -1.72848
H 3.32345 -2.02304 -4.29495
H 1.78051 0.55997 -0.43475
H 3.22499 1.62917 1.17466
H 5.69300 1.55393 0.98889
H 6.76631 0.33012 -0.88800
*
```

A 6-piece molecular cluster, C24H38N4O4S2 overall at a distorted geometry, computed with ωB97M-V/def2-TZVPD.

lowest unoccupied orbital energy	0.016	Eh
orbital gap	8.925	eV
SMILES	O=S1(=O)CCCC1.O=S1(=O)CCCC1.c1cc[nH]c1.c1cc[nH]c1.c1cc[nH]c1.CCCC#N
HOMO	-8.49	eV
E	-61323.76847	eV

Geometry as ORCA input:
```
! wB97M-V def2-TZVPD RIJCOSX def2/J DEFGRID3
* xyz 0 1
O 17.20045 16.16877 20.73577
S 17.11754 17.42124 21.43728
O 16.11748 18.36466 21.04642
C 17.05669 17.14168 23.21207
C 18.36696 17.66734 23.80217
C 19.40342 17.57246 22.68556
C 18.73044 18.16678 21.46885
H 16.85305 16.08281 23.36880
H 16.19013 17.67822 23.59344
H 18.23426 18.73341 24.00332
H 18.62849 17.13055 24.70910
H 19.66539 16.51991 22.51993
H 20.35663 18.05177 22.90688
H 19.30468 18.12841 20.54832
H 18.54868 19.22870 21.67744
O 14.82092 21.05430 24.17967
S 14.17060 21.62567 25.33424
O 14.97089 22.29129 26.32612
C 12.82411 22.67050 24.81074
C 11.66968 21.68775 24.59461
C 11.69053 20.81178 25.83975
C 13.14556 20.39461 26.14171
H 13.08170 23.18713 23.88783
H 12.63288 23.34831 25.64053
H 10.73713 22.23459 24.44681
H 11.81051 21.10242 23.68868
H 11.11348 19.88958 25.72737
H 11.25565 21.27803 26.72419
H 13.41351 19.40752 25.77328
H 13.32598 20.45998 27.21085
C 8.44655 17.36147 26.22381
C 9.06646 16.99477 25.00452
C 9.25725 18.14404 24.28401
N 8.75098 19.17725 25.00730
C 8.25891 18.71814 26.20569
H 8.09148 16.70812 27.00354
H 9.37891 16.01488 24.68262
H 9.65723 18.31461 23.29830
H 8.74337 20.13458 24.69924
H 7.67400 19.39330 26.80623
C 13.96011 15.34981 22.26331
C 12.91206 14.39462 22.38393
C 11.89992 14.98254 23.09444
N 12.28437 16.26854 23.37261
C 13.56354 16.48962 22.91416
H 14.90420 15.13283 21.78943
H 12.91399 13.40923 21.94954
H 10.93204 14.64463 23.42173
H 11.79708 16.86640 24.02041
H 14.11348 17.38775 23.13182
C 8.77396 24.44301 23.45472
C 7.88363 23.74117 22.58620
C 8.62067 23.21274 21.56416
N 9.92552 23.55678 21.77930
C 10.02968 24.26897 22.93853
H 8.47556 24.89598 24.38472
H 6.81312 23.68891 22.69899
H 8.31972 22.58864 20.74103
H 10.74053 23.26454 21.26135
H 10.99025 24.63827 23.25681
C 10.90098 19.63364 20.14385
C 11.63571 19.38725 21.47072
C 13.03603 19.96275 21.58655
C 13.11693 21.41113 21.40467
N 13.09432 22.55588 21.30398
H 10.53255 20.66416 20.13434
H 10.09546 18.92851 19.97281
H 11.62054 19.64429 19.32065
H 11.70576 18.32189 21.69930
H 10.99650 19.79382 22.26123
H 13.80546 19.53290 20.94100
H 13.35776 19.76858 22.61442
*
```